No. 1
ORCA calculation (ωB97M-V/def2-TZVPD) on 3 unconnected molecules or ions with the total composition C22H18BrF17N2O2Si at a distorted geometry.

```
63
Properties=species:S:1:pos:R:3:mulliken_charge:R:1
Br -4.919 -1.561 3.469 -0.334
Si -3.441 -3.006 2.518 0.381
F 2.561 0.796 5.843 -0.261
F 2.598 -1.028 0.342 -0.325
F 2.015 3.001 3.197 -0.327
F 1.451 2.901 7.200 -0.254
F 3.300 2.775 5.533 -0.305
F 0.529 -2.451 -0.663 -0.332
F 0.149 1.597 6.207 -0.251
F 3.636 1.735 1.958 -0.286
F -0.691 -0.710 -0.151 -0.303
F 2.420 -1.047 3.673 -0.291
F 1.346 -2.753 1.821 -0.326
F 4.285 0.934 3.790 -0.336
F 0.491 3.514 5.373 -0.244
F 1.385 0.610 0.960 -0.279
F 0.900 1.215 3.578 -0.314
F 3.999 -1.018 2.260 -0.308
F -0.050 -1.249 2.558 -0.271
O -4.104 -5.275 4.171 -0.502
O -4.275 -6.915 2.714 -0.467
N 1.495 1.980 -3.239 -0.442
N -0.150 2.509 -7.063 -0.342
C 2.255 2.839 -1.132 0.033
C 2.019 4.137 -1.556 -0.446
C -1.001 1.386 -9.006 -0.437
C -4.214 -5.616 3.049 0.475
C 1.878 -0.552 1.364 0.674
C -2.621 -2.059 1.089 -0.469
C -1.567 0.585 -6.833 -0.665
C 2.859 -0.429 2.582 0.677
C 2.082 1.802 3.743 0.803
C -0.801 1.616 -6.313 0.162
C 3.226 1.028 2.989 0.492
C 1.518 4.344 -2.831 -0.619
C -0.139 -1.833 0.314 0.934
C -4.310 -4.590 1.944 -0.590
C -1.668 0.471 -8.209 -0.164
C 1.273 3.237 -3.629 -0.087
C 2.304 1.952 5.262 0.561
C 1.055 2.529 6.015 0.643
C -1.291 -2.791 0.730 -1.452
C 1.978 1.802 -2.010 -0.461
C -0.259 2.379 -8.386 -0.244
C 0.748 -1.597 1.564 0.416
H -0.987 -3.361 1.616 0.419
H -1.473 -3.535 -0.044 0.538
H 1.322 5.342 -3.200 0.392
H 2.150 0.769 -1.724 0.501
H 0.282 3.115 -8.971 0.364
H -0.696 1.744 -5.241 0.219
H -2.421 -3.300 3.540 -0.087
H -2.258 -0.320 -8.655 0.369
H 0.878 3.349 -4.634 0.390
H -3.795 -7.396 3.407 0.348
H -1.054 1.333 -10.085 0.346
H -2.486 -1.044 1.460 0.372
H 2.644 2.636 -0.145 0.368
H -3.898 -4.953 0.997 0.358
H 2.223 4.975 -0.901 0.406
H -2.071 -0.111 -6.175 0.349
H -3.255 -2.097 0.201 0.461
H -5.362 -4.341 1.761 0.369
```

Its structure (SMILES) is O=C(O)C[Si@H](Br)CCC(F)(F)C(F)(F)C(F)(F)C(F)(F)C(F)(F)C(F)(F)C(F)(F)C(F)(F)F.c1ccncc1.c1ccncc1. As for the charge: 0. The value obtained for the highest occupied orbital energy is -0.3519 Eh. The calculation puts the lowest unoccupied orbital energy at 0.4201 eV. The multiplicity is 1. For the electronic energy, the calculation gives -5670.4235 a.u.

***

No. 2
ORCA calculation (ωB97M-V/def2-TZVPD) on C22H18ClN3O2S in the gas phase at a distorted geometry.

```
47
Properties=species:S:1:pos:R:3:mulliken_charge:R:1
Cl 0.732 -6.003 1.525 -0.194
S 0.495 2.253 3.318 -0.402
O 2.984 0.015 5.557 -0.724
O 0.463 -3.126 1.435 -0.419
N 2.394 1.995 6.132 -0.503
N 2.250 -1.294 3.319 -0.316
N -0.528 1.863 1.021 -0.690
C -3.166 -2.724 -5.830 -0.474
C -3.351 -0.828 -4.225 -0.463
C 1.770 -4.114 -0.050 -0.538
C 0.184 1.249 1.983 -0.391
C 1.497 -0.195 3.181 -0.072
C -2.435 1.001 -2.045 -1.211
C 2.293 0.951 5.242 1.106
C 1.042 -4.297 1.015 0.094
C 0.896 -2.171 0.600 -0.016
C -0.411 -0.196 -0.247 0.897
C 0.697 0.013 1.958 0.204
C -0.785 1.163 -0.073 0.105
C -3.908 -1.692 -5.283 -0.678
C 1.650 -2.798 -0.328 -0.581
C -1.538 -0.203 -2.547 1.154
C -1.636 1.901 -1.075 -0.911
C 0.378 -0.754 0.748 0.777
C -1.122 -1.054 -1.339 -0.929
C 1.497 0.916 3.962 -0.213
C -1.936 -3.000 -5.208 -0.569
C -2.056 -1.043 -3.700 -0.028
C -1.418 -2.197 -4.222 -0.130
H 2.089 -2.182 -1.033 0.684
H 3.111 1.858 6.803 0.254
H -0.449 -2.521 -3.835 0.266
H -0.556 0.312 -2.901 0.231
H -3.821 0.057 -3.945 0.399
H -2.705 1.471 -2.970 0.620
H 2.704 -1.353 4.201 0.325
H -0.904 2.407 -1.654 0.306
H -3.410 0.578 -1.607 0.348
H -2.331 2.445 -0.456 0.401
H 1.975 -2.180 2.910 0.156
H 2.073 -4.998 -0.728 0.309
H -1.803 -1.751 -0.888 0.325
H -0.352 -1.708 -1.679 0.289
H 2.090 3.001 5.855 0.212
H -4.867 -1.433 -5.684 0.366
H -1.187 -3.763 -5.490 0.307
H -3.389 -3.492 -6.603 0.320
```

Its structure (SMILES) is NC(=O)c1sc2nc3c(c(-c4ccc(Cl)o4)c2c1N)C[C@@H](c1ccccc1)CC3. As for the charge: 0. The value obtained for the highest occupied orbital energy is -0.2897 Eh. The calculation puts the lowest unoccupied orbital energy at 0.0059 eV. As for the energy above the lowest of the compared OMol25 structures with the same formula, charge and spin: 0.00 kcal per mole. The multiplicity is 1. For the electronic energy, the calculation gives -2022.2182 a.u.

***

No. 3
ORCA calculation (ωB97M-V/def2-TZVPD) on C22H18ClN7OS in the gas phase at a distorted geometry.

```
50
Properties=species:S:1:pos:R:3:mulliken_charge:R:1
Cl 4.154 -3.900 -1.054 -0.221
S 0.913 3.542 -1.151 -0.286
O -3.742 0.866 1.718 -0.673
N 3.543 3.004 -1.853 -0.582
N 3.497 -2.836 2.740 0.784
N -4.428 0.186 -0.312 0.238
N 4.450 0.837 -1.657 -0.741
N -6.546 3.026 -2.463 -0.433
N 3.497 -3.313 4.031 -1.388
N 3.306 -0.970 -1.034 -0.013
C 3.007 -0.859 1.411 -0.131
C -5.805 0.472 -0.068 -0.701
C -4.504 0.293 -1.749 -0.718
C 0.012 2.081 -0.708 0.326
C 0.770 0.916 -0.821 -0.421
C 3.839 -3.558 1.617 -0.210
C 2.749 -1.112 3.878 -0.689
C -1.465 -0.331 -0.828 -1.244
C 4.539 2.125 -1.967 -0.321
C -6.329 1.981 -2.060 -0.007
C 0.111 -0.457 -0.670 -0.435
C 3.280 0.397 -1.238 0.609
C 2.332 2.561 -1.436 -0.022
C -1.462 2.101 -0.349 -0.751
C -3.437 0.694 0.522 -0.278
C 3.692 -2.951 0.355 -0.078
C -1.934 0.736 0.148 0.494
C 3.295 -1.539 0.237 0.754
C 3.045 -1.526 2.652 -0.220
C 3.019 -2.299 4.707 -0.300
C -5.990 0.649 -1.575 0.370
C 2.164 1.227 -1.119 0.507
H -1.688 2.844 0.402 0.524
H -1.759 -0.107 -1.887 0.287
H 0.402 -0.921 0.307 0.322
H -6.376 -0.369 0.332 0.231
H 0.478 -1.123 -1.449 0.485
H -6.665 -0.065 -2.066 0.342
H -5.986 1.386 0.577 0.342
H 3.944 -1.385 -1.705 0.371
H -4.309 -0.680 -2.242 0.201
H 4.197 -4.582 1.745 0.429
H -1.397 0.572 1.071 0.477
H 2.856 -2.341 5.788 0.432
H 5.466 2.518 -2.347 0.404
H 2.699 0.190 1.436 0.497
H 2.389 -0.099 4.187 0.355
H -1.920 -1.281 -0.606 0.461
H -2.033 2.361 -1.235 0.283
H -3.870 1.039 -2.214 0.338
```

Its structure (SMILES) is N#CC1CN(C(=O)[C@H]2CCc3c(sc4ncnc(Nc5cc6ccnn6cc5Cl)c34)C2)C1. As for the charge: 0. The value obtained for the highest occupied orbital energy is -0.2947 Eh. The calculation puts the lowest unoccupied orbital energy at 0.1113 eV. As for the energy above the lowest of the compared OMol25 structures with the same formula, charge and spin: 0.00 kcal per mole. The multiplicity is 1. For the electronic energy, the calculation gives -2166.0300 a.u.

***

Please write out number 3 again, unchanged.
ORCA calculation (ωB97M-V/def2-TZVPD) on C22H18ClN7OS in the gas phase at a distorted geometry.

```
50
Properties=species:S:1:pos:R:3:mulliken_charge:R:1
Cl 4.154 -3.900 -1.054 -0.221
S 0.913 3.542 -1.151 -0.286
O -3.742 0.866 1.718 -0.673
N 3.543 3.004 -1.853 -0.582
N 3.497 -2.836 2.740 0.784
N -4.428 0.186 -0.312 0.238
N 4.450 0.837 -1.657 -0.741
N -6.546 3.026 -2.463 -0.433
N 3.497 -3.313 4.031 -1.388
N 3.306 -0.970 -1.034 -0.013
C 3.007 -0.859 1.411 -0.131
C -5.805 0.472 -0.068 -0.701
C -4.504 0.293 -1.749 -0.718
C 0.012 2.081 -0.708 0.326
C 0.770 0.916 -0.821 -0.421
C 3.839 -3.558 1.617 -0.210
C 2.749 -1.112 3.878 -0.689
C -1.465 -0.331 -0.828 -1.244
C 4.539 2.125 -1.967 -0.321
C -6.329 1.981 -2.060 -0.007
C 0.111 -0.457 -0.670 -0.435
C 3.280 0.397 -1.238 0.609
C 2.332 2.561 -1.436 -0.022
C -1.462 2.101 -0.349 -0.751
C -3.437 0.694 0.522 -0.278
C 3.692 -2.951 0.355 -0.078
C -1.934 0.736 0.148 0.494
C 3.295 -1.539 0.237 0.754
C 3.045 -1.526 2.652 -0.220
C 3.019 -2.299 4.707 -0.300
C -5.990 0.649 -1.575 0.370
C 2.164 1.227 -1.119 0.507
H -1.688 2.844 0.402 0.524
H -1.759 -0.107 -1.887 0.287
H 0.402 -0.921 0.307 0.322
H -6.376 -0.369 0.332 0.231
H 0.478 -1.123 -1.449 0.485
H -6.665 -0.065 -2.066 0.342
H -5.986 1.386 0.577 0.342
H 3.944 -1.385 -1.705 0.371
H -4.309 -0.680 -2.242 0.201
H 4.197 -4.582 1.745 0.429
H -1.397 0.572 1.071 0.477
H 2.856 -2.341 5.788 0.432
H 5.466 2.518 -2.347 0.404
H 2.699 0.190 1.436 0.497
H 2.389 -0.099 4.187 0.355
H -1.920 -1.281 -0.606 0.461
H -2.033 2.361 -1.235 0.283
H -3.870 1.039 -2.214 0.338
```

Its structure (SMILES) is N#CC1CN(C(=O)[C@H]2CCc3c(sc4ncnc(Nc5cc6ccnn6cc5Cl)c34)C2)C1. As for the charge: 0. The value obtained for the highest occupied orbital energy is -0.2947 Eh. The calculation puts the lowest unoccupied orbital energy at 0.1113 eV. As for the energy above the lowest of the compared OMol25 structures with the same formula, charge and spin: 0.00 kcal per mole. The multiplicity is 1. For the electronic energy, the calculation gives -2166.0300 a.u.

***

Which of these has the highest lowest unoccupied orbital energy?
C22H18BrF17N2O2Si

***

Look up the charge of the first one.
0